A molecular structure, C67H52BrF4GeN3O5P2Y, computed with ωB97M-V with the def2-TZVPD basis set.

Properties
electronic energy = -8896.16725 a.u.
LUMO energy = 1.29 eV
ΔE to the lowest compared entry with this formula, charge and spin = 47.9 kcal/mol
largest force on an atom = 2.437 eV/Å
orbital gap = 3.221 eV

```
! RIJCOSX wB97M-V def2-TZVPD def2/J DEFGRID3
* xyz -1 1
Y 0.418 -0.315 -0.270
C -0.383 7.306 -1.904
C -0.708 6.964 -0.602
C -0.673 5.644 -0.195
C -0.315 4.636 -1.087
C 0.021 4.992 -2.389
C -0.017 6.313 -2.796
P -0.250 2.848 -0.625
C -1.307 3.024 0.869
C -0.797 3.272 2.139
C -1.653 3.595 3.175
C -3.019 3.652 2.963
C -3.532 3.385 1.705
C -2.681 3.080 0.660
C 1.396 2.731 0.169
C 2.217 3.819 0.432
C 3.425 3.610 1.075
C 3.780 2.328 1.459
C 2.947 1.254 1.179
C 1.728 1.402 0.503
H -0.419 8.339 -2.222
H -0.986 7.733 0.106
H -0.927 5.402 0.826
H 0.310 4.229 -3.096
H 0.237 6.564 -3.816
H 0.271 3.232 2.310
H -1.256 3.814 4.155
H -3.677 3.889 3.784
H -4.598 3.423 1.539
H -3.074 2.882 -0.330
H 1.920 4.820 0.140
H 4.078 4.448 1.289
H 4.722 2.161 1.967
H 3.273 0.265 1.495
O -3.244 2.268 6.056
C -2.018 1.574 6.186
C -1.568 1.018 4.865
C -0.176 0.941 4.591
C 0.235 0.282 3.481
N -0.635 -0.329 2.637
C -1.982 0.084 2.657
C -2.433 0.631 3.880
C -2.769 0.020 1.483
C -4.178 0.196 1.546
C -4.958 0.144 0.426
C -6.456 0.292 0.496
O -7.017 -0.146 1.713
C -4.323 -0.101 -0.811
C -2.956 -0.249 -0.814
N -2.166 -0.186 0.255
H -3.500 2.602 6.922
H -2.127 0.750 6.916
H -1.231 2.248 6.563
H 0.546 1.388 5.254
H 1.283 0.175 3.241
H -3.484 0.800 4.038
H -4.638 0.370 2.506
H -6.909 -0.256 -0.344
H -6.745 1.345 0.403
H -6.645 -1.014 1.910
H -4.888 -0.178 -1.726
H -2.446 -0.453 -1.756
F -2.254 -3.597 -6.992
C -1.608 -2.780 -6.130
C -0.947 -1.625 -6.605
F -0.879 -1.396 -7.934
C -0.354 -0.763 -5.722
F 0.313 0.291 -6.232
C -0.355 -0.964 -4.323
P 0.048 0.362 -3.145
C -0.834 1.800 -3.862
C -0.308 2.598 -4.876
C -1.064 3.614 -5.426
C -2.344 3.871 -4.964
C -2.859 3.114 -3.923
C -2.112 2.087 -3.382
C 1.779 0.754 -3.590
C 2.612 -0.140 -4.253
C 3.963 0.130 -4.367
C 4.500 1.273 -3.800
C 3.675 2.167 -3.137
C 2.324 1.907 -3.032
C -0.951 -2.187 -3.884
Br -0.702 -2.734 -2.055
C -1.549 -3.062 -4.766
F -2.087 -4.210 -4.315
H 0.694 2.425 -5.234
H -0.646 4.216 -6.219
H -2.939 4.655 -5.410
H -3.846 3.325 -3.533
H -2.518 1.503 -2.569
H 2.211 -1.059 -4.657
H 4.606 -0.569 -4.883
H 5.564 1.459 -3.858
H 4.084 3.058 -2.682
H 1.678 2.593 -2.499
O 3.791 -2.314 -0.622
N 2.690 -1.838 -0.725
O 1.725 -2.294 -0.087
O 2.462 -0.870 -1.469
C -0.179 -1.338 1.767
Ge 0.853 -2.729 2.765
C 2.198 -2.052 4.083
C 3.535 -1.814 3.798
C 4.399 -1.370 4.786
C 3.935 -1.152 6.072
C 2.599 -1.377 6.366
C 1.742 -1.813 5.375
C -0.443 -3.620 4.017
C -1.788 -3.290 4.101
C -2.648 -4.012 4.910
C -2.170 -5.078 5.650
C -0.827 -5.412 5.588
C 0.023 -4.687 4.776
C 1.407 -4.329 1.734
C 0.381 -5.037 1.125
C 0.646 -6.157 0.363
C 1.953 -6.582 0.200
C 2.982 -5.897 0.823
C 2.709 -4.778 1.589
H -1.041 -1.911 1.398
H 3.901 -1.971 2.792
H 5.441 -1.198 4.554
H 4.610 -0.810 6.847
H 2.223 -1.217 7.369
H 0.695 -1.970 5.599
H -2.171 -2.456 3.528
H -3.695 -3.748 4.961
H -2.842 -5.652 6.271
H -0.451 -6.242 6.171
H 1.074 -4.943 4.720
H -0.641 -4.700 1.251
H -0.166 -6.690 -0.109
H 2.169 -7.448 -0.410
H 4.003 -6.230 0.702
H 3.517 -4.239 2.063
*
```

A molecular structure, C67H56ClN6PPdSSb, computed with ωB97M-V with the def2-TZVPD basis set.

Properties
electronic energy = -4482.19032 a.u.
LUMO energy (spin up / spin down) = -6.51 / -10.31 eV
ΔE to the lowest compared entry with this formula, charge and spin = 24.5 kcal/mol
largest force on an atom = 1.870 eV/Å
orbital gap (spin up / spin down) = 7.574 / 3.769 eV

```
! RIJCOSX wB97M-V def2-TZVPD def2/J DEFGRID3
* xyz 3 5
Pd 0.346 -0.065 0.071
C -2.414 4.940 -0.197
N -1.332 3.992 -0.169
C -1.441 2.638 -0.100
N -0.240 2.098 -0.141
C 0.681 3.085 -0.246
C -0.003 4.300 -0.259
C 0.541 5.645 -0.391
C 0.194 6.669 0.492
C 0.747 7.927 0.344
C 1.640 8.184 -0.686
C 1.987 7.171 -1.570
C 1.449 5.908 -1.423
C 2.088 2.726 -0.324
C 3.126 3.567 0.079
C 4.441 3.145 -0.021
C 4.737 1.878 -0.504
C 3.714 1.027 -0.901
C 2.399 1.448 -0.821
P -2.961 1.601 -0.135
C -2.397 0.499 -1.498
N -1.230 -0.124 -1.525
C -1.175 -0.896 -2.636
C -2.380 -0.727 -3.330
N -3.118 0.159 -2.596
C -4.441 0.629 -2.909
C -2.873 -1.341 -4.555
C -2.922 -2.737 -4.664
C -3.423 -3.320 -5.811
C -3.855 -2.528 -6.868
C -3.794 -1.143 -6.771
C -3.319 -0.550 -5.618
C 0.046 -1.632 -2.928
C 0.318 -2.147 -4.199
C 1.508 -2.803 -4.457
C 2.453 -2.953 -3.455
C 2.194 -2.458 -2.182
C 1.007 -1.806 -1.916
C -2.545 0.426 1.234
N -1.518 -0.410 1.374
C -1.750 -1.175 2.479
C -2.973 -0.773 3.030
N -3.449 0.214 2.227
C -4.695 0.906 2.425
C -3.623 -1.201 4.268
C -4.896 -1.773 4.287
C -5.435 -2.210 5.484
C -4.726 -2.060 6.667
C -3.471 -1.466 6.657
C -2.915 -1.046 5.465
C -0.914 -2.272 2.956
C -1.447 -3.253 3.802
C -0.650 -4.249 4.326
C 0.693 -4.319 3.992
C 1.222 -3.390 3.106
C 0.428 -2.386 2.584
H -3.290 4.477 -0.649
H -2.121 5.809 -0.785
H -2.668 5.271 0.811
H -0.475 6.468 1.316
H 0.483 8.715 1.033
H 2.073 9.165 -0.795
H 2.675 7.370 -2.377
H 1.710 5.116 -2.109
H 2.905 4.549 0.465
H 5.241 3.816 0.256
H 5.765 1.561 -0.597
H 3.946 0.053 -1.308
H 1.583 0.833 -1.252
H -4.990 -0.147 -3.440
H -4.392 1.518 -3.540
H -4.963 0.878 -1.985
H -2.598 -3.348 -3.835
H -3.483 -4.395 -5.884
H -4.230 -2.987 -7.769
H -4.111 -0.529 -7.598
H -3.247 0.525 -5.552
H -0.409 -2.015 -4.986
H 1.702 -3.198 -5.443
H 3.387 -3.453 -3.653
H 2.925 -2.599 -1.399
H 0.786 -1.486 -0.856
H -4.925 0.937 3.489
H -5.503 0.390 1.904
H -4.622 1.923 2.045
H -5.441 -1.918 3.366
H -6.407 -2.677 5.498
H -5.146 -2.411 7.596
H -2.930 -1.338 7.580
H -1.936 -0.592 5.432
H -2.498 -3.253 4.037
H -1.085 -4.985 4.984
H 1.304 -5.115 4.387
H 2.263 -3.458 2.822
H 0.845 -1.674 1.867
Cl -1.197 -4.242 -1.553
C -0.753 -3.373 -0.178
H 0.092 -3.753 0.368
H -1.544 -2.858 0.339
S 1.461 0.822 2.091
Sb 3.427 0.708 3.364
C 5.150 -0.206 2.448
C 5.139 -1.577 2.243
C 6.275 -2.197 1.747
C 7.407 -1.446 1.464
C 7.401 -0.075 1.666
C 6.268 0.556 2.153
C 2.708 -0.531 4.971
C 1.429 -0.304 5.454
C 0.952 -1.087 6.490
C 1.746 -2.089 7.024
C 3.022 -2.307 6.532
C 3.514 -1.523 5.501
C 3.496 2.812 3.838
C 4.664 3.551 3.849
C 4.593 4.919 4.069
C 3.371 5.531 4.291
C 2.212 4.774 4.321
C 2.269 3.412 4.083
H 4.250 -2.154 2.475
H 6.285 -3.266 1.601
H 8.296 -1.933 1.093
H 8.287 0.508 1.462
H 6.268 1.628 2.297
H 0.807 0.473 5.026
H -0.033 -0.910 6.893
H 1.375 -2.696 7.833
H 3.647 -3.079 6.953
H 4.516 -1.680 5.125
H 5.626 3.081 3.708
H 5.499 5.503 4.075
H 3.323 6.596 4.453
H 1.264 5.241 4.538
H 1.361 2.822 4.083
*
```

7 unconnected molecules or ions with the total composition C67H59N5O11, computed with ωB97M-V with the def2-TZVPD basis set.

Properties
electronic energy = -3689.87958 a.u.
LUMO energy = -1.47 eV
largest force on an atom = 6.663 eV/Å
orbital gap = 6.783 eV
SMILES string = O=C1c2ccccc2C(=O)c2ccccc21.O=C1c2ccccc2C(=O)c2ccccc21.O=C1c2ccccc2C(=O)c2ccccc21.O=C1c2ccccc2C(=O)c2ccccc21.CC1(C)CCCC(C)(C)N1O.NC(N)=O.NC(N)=O

```
! RIJCOSX wB97M-V def2-TZVPD def2/J DEFGRID3
* xyz 0 1
O -22.914 9.138 5.209
C -23.749 10.060 5.354
C -23.629 11.082 6.389
C -22.731 10.934 7.432
C -22.592 11.922 8.494
C -23.281 13.079 8.390
C -24.087 13.348 7.305
C -24.329 12.309 6.369
C -25.409 12.571 5.318
O -26.143 13.614 5.356
C -25.689 11.414 4.402
C -26.707 11.580 3.452
C -26.769 10.723 2.381
C -25.936 9.569 2.275
C -24.938 9.354 3.215
C -24.799 10.302 4.324
H -22.127 10.047 7.547
H -21.763 11.810 9.176
H -23.125 13.918 9.052
H -24.630 14.282 7.289
H -27.301 12.478 3.373
H -27.439 10.970 1.570
H -26.009 8.812 1.508
H -24.287 8.502 3.088
O -27.070 6.551 -2.310
C -27.580 6.789 -3.426
C -26.876 6.621 -4.812
C -25.535 6.209 -4.807
C -24.848 5.763 -5.921
C -25.421 5.893 -7.127
C -26.800 6.278 -7.273
C -27.388 6.723 -6.087
C -28.833 7.193 -6.105
O -29.438 7.342 -7.159
C -29.537 7.598 -4.832
C -30.740 8.342 -4.968
C -31.443 8.661 -3.776
C -31.066 8.181 -2.493
C -29.754 7.670 -2.317
C -28.996 7.308 -3.512
H -24.973 6.435 -3.913
H -23.878 5.303 -5.802
H -24.882 5.486 -7.970
H -27.294 6.307 -8.233
H -31.257 8.502 -5.902
H -32.431 9.076 -3.912
H -31.740 8.282 -1.655
H -29.336 7.400 -1.359
O -27.750 14.334 -7.978
C -27.100 13.342 -8.164
C -26.953 12.229 -7.036
C -27.218 12.452 -5.756
C -26.921 11.504 -4.773
C -26.574 10.194 -5.082
C -26.481 9.895 -6.438
C -26.582 10.878 -7.428
C -26.185 10.618 -8.854
O -25.853 9.441 -9.228
C -25.992 11.785 -9.806
C -25.350 11.568 -11.040
C -25.073 12.653 -11.815
C -25.525 13.928 -11.494
C -26.153 14.137 -10.253
C -26.364 13.112 -9.398
H -27.529 13.381 -5.301
H -26.927 11.877 -3.760
H -26.380 9.478 -4.297
H -26.291 8.881 -6.756
H -25.005 10.601 -11.374
H -24.711 12.453 -12.813
H -25.338 14.789 -12.119
H -26.436 15.165 -10.081
O -36.067 9.609 0.438
C -35.289 10.108 -0.313
C -35.686 10.548 -1.738
C -36.893 10.171 -2.274
C -37.300 10.685 -3.575
C -36.443 11.550 -4.272
C -35.270 12.070 -3.726
C -34.869 11.447 -2.471
C -33.456 11.698 -1.972
O -32.734 12.521 -2.531
C -32.913 10.991 -0.793
C -31.597 11.008 -0.347
C -31.177 10.292 0.686
C -32.017 9.514 1.481
C -33.356 9.381 1.046
C -33.802 10.130 -0.032
H -37.513 9.445 -1.769
H -38.197 10.344 -4.071
H -36.722 11.904 -5.254
H -34.630 12.734 -4.288
H -30.893 11.625 -0.885
H -30.139 10.419 0.955
H -31.680 9.063 2.403
H -33.958 8.620 1.520
C -21.252 13.487 -0.818
C -22.592 12.710 -0.768
C -22.473 11.209 -1.256
C -23.020 12.703 0.691
C -23.688 13.878 1.223
C -24.890 14.399 0.363
C -24.550 14.377 -1.198
C -25.947 14.171 -1.826
C -23.945 15.731 -1.497
N -23.603 13.359 -1.657
O -23.195 13.522 -3.023
H -21.344 14.483 -0.385
H -20.527 13.001 -0.165
H -20.805 13.449 -1.811
H -22.908 10.982 -2.229
H -21.404 11.000 -1.245
H -23.072 10.519 -0.661
H -23.533 11.777 0.946
H -22.144 12.718 1.338
H -24.013 13.699 2.248
H -22.978 14.702 1.302
H -25.148 15.424 0.629
H -25.739 13.733 0.518
H -26.371 13.200 -1.570
H -25.834 14.249 -2.907
H -26.791 14.782 -1.505
H -24.118 16.446 -0.693
H -24.210 16.199 -2.444
H -22.857 15.676 -1.546
H -22.518 14.190 -2.898
N -25.837 10.877 -1.285
C -27.099 10.549 -1.332
N -27.278 9.259 -0.929
O -28.076 11.290 -1.635
H -25.146 10.167 -1.481
H -25.505 11.820 -1.429
H -26.457 8.820 -0.537
H -28.218 8.950 -0.727
N -23.085 7.154 0.033
C -24.111 7.221 -0.761
N -24.785 6.166 -0.661
O -24.429 8.207 -1.499
H -22.406 7.899 0.091
H -22.801 6.208 0.243
H -24.613 5.624 0.174
H -25.635 6.141 -1.206
*
```